No. 1
DFT (ωB97M-V with the def2-TZVPD basis set) results for a molecular structure, C38H98MnN6O14 in a non-equilibrium geometry.

Positions of all 157 atoms, in Å:
Mn1 2.26 4.06 0.34
C1 1.66 -0.06 0.35
C2 1.35 1.11 -0.58
O1 2.24 2.19 -0.57
H1 0.86 -0.78 0.51
H2 1.82 0.41 1.33
H3 2.64 -0.54 0.30
H4 0.35 1.48 -0.32
H5 1.42 0.71 -1.61
C3 3.80 1.53 2.99
C4 3.96 3.07 3.05
O2 3.07 3.74 2.23
H6 2.92 1.32 3.61
H7 4.61 0.99 3.49
H8 3.77 1.15 1.97
H9 4.99 3.38 2.84
H10 3.73 3.34 4.09
C5 -6.96 0.10 -4.61
O3 -5.93 0.73 -5.32
C6 -5.97 2.14 -5.21
C7 -5.66 2.60 -3.76
N1 -4.47 1.91 -3.27
C8 -4.36 1.94 -1.82
C9 -3.17 1.15 -1.30
O4 -3.06 -0.10 -1.93
C10 -1.87 -0.82 -1.72
H11 -7.93 0.58 -4.75
H12 -6.80 0.13 -3.53
H13 -6.95 -0.96 -4.86
H14 -6.95 2.55 -5.48
H15 -5.33 2.65 -5.93
H16 -6.57 2.36 -3.20
H17 -5.53 3.68 -3.72
H18 -4.52 0.95 -3.59
H19 -5.30 1.56 -1.40
H20 -4.29 3.00 -1.54
H21 -3.24 1.09 -0.20
H22 -2.24 1.71 -1.47
H23 -1.63 -0.82 -0.65
H24 -1.05 -0.21 -2.13
H25 -1.77 -1.77 -2.23
C11 5.32 4.92 -0.45
O5 4.00 4.64 -0.88
C12 3.65 5.29 -2.08
C13 2.23 4.88 -2.48
N2 1.29 5.10 -1.35
C14 -0.04 4.50 -1.53
C15 -0.66 4.48 -0.10
O6 0.24 3.91 0.86
C16 -0.33 3.60 2.13
H26 5.49 4.40 0.50
H27 5.55 5.98 -0.38
H28 5.99 4.41 -1.15
H29 4.32 5.02 -2.90
H30 3.70 6.38 -2.00
H31 2.26 3.81 -2.70
H32 1.91 5.47 -3.34
H33 1.17 6.11 -1.46
H34 0.00 3.49 -1.94
H35 -0.66 5.14 -2.16
H36 -1.52 3.79 -0.14
H37 -0.99 5.47 0.19
H38 -0.60 2.55 2.12
H39 -1.24 4.15 2.39
H40 0.37 3.66 2.96
C17 -1.85 0.11 2.97
O7 -1.57 -0.78 4.01
C18 -2.30 -0.50 5.19
C19 -1.88 -1.48 6.27
N3 -2.64 -1.30 7.50
C20 -2.24 -2.17 8.60
C21 -0.73 -2.07 8.94
O8 -0.47 -2.80 10.11
C22 0.86 -2.83 10.54
H41 -1.05 -0.09 2.26
H42 -1.78 1.17 3.25
H43 -2.79 -0.02 2.43
H44 -3.39 -0.62 5.08
H45 -2.15 0.55 5.47
H46 -0.80 -1.30 6.40
H47 -1.89 -2.53 5.98
H48 -2.54 -0.36 7.86
H49 -2.44 -3.20 8.32
H50 -2.87 -1.90 9.45
H51 -0.36 -1.04 8.86
H52 -0.24 -2.69 8.18
H53 1.43 -3.34 9.75
H54 1.09 -3.35 11.47
H55 1.30 -1.83 10.62
C23 -5.59 -2.97 -7.35
O9 -4.39 -2.38 -7.78
C24 -4.52 -0.96 -7.81
C25 -3.31 -0.36 -8.49
N4 -2.18 0.07 -7.64
C26 -1.61 -1.02 -6.86
C27 -0.42 -0.58 -6.05
O10 -0.69 0.44 -5.09
C28 0.50 0.83 -4.43
H56 -5.89 -2.66 -6.34
H57 -5.50 -4.06 -7.41
H58 -6.40 -2.68 -8.04
H59 -4.48 -0.53 -6.80
H60 -5.47 -0.71 -8.28
H61 -3.58 0.55 -9.03
H62 -2.84 -1.03 -9.22
H63 -2.58 0.67 -6.92
H64 -1.20 -1.83 -7.48
H65 -2.34 -1.49 -6.20
H66 0.30 -0.12 -6.75
H67 0.11 -1.44 -5.62
H68 1.20 1.43 -5.01
H69 0.99 -0.05 -3.99
H70 0.17 1.34 -3.52
C29 5.13 0.45 -1.32
C30 5.03 1.22 -2.64
O11 3.65 1.55 -2.88
O12 5.01 1.40 -0.27
H71 6.11 -0.01 -1.27
H72 4.32 -0.28 -1.24
H73 5.43 0.67 -3.50
H74 5.60 2.15 -2.63
H75 3.28 1.81 -2.01
H76 4.12 1.77 -0.26
C31 0.40 -7.12 -0.10
C32 -0.21 -5.75 -0.43
C33 0.87 -4.92 -1.17
O13 0.30 -3.74 -1.68
C34 1.20 -2.96 -2.45
N5 -1.39 -5.89 -1.33
H77 -0.11 -7.68 0.69
H78 1.45 -7.01 0.17
H79 0.42 -7.77 -0.97
H80 -0.52 -5.28 0.50
H81 1.34 -5.58 -1.90
H82 1.60 -4.65 -0.40
H83 1.80 -2.24 -1.90
H84 0.66 -2.46 -3.25
H85 1.90 -3.64 -2.96
H86 -1.19 -5.11 -1.95
H87 -2.23 -5.53 -0.90
C35 3.65 -2.61 7.53
C36 4.40 -2.33 6.25
C37 3.67 -1.52 5.19
O14 2.56 -2.26 4.76
C38 1.82 -1.81 3.66
N6 5.66 -1.64 6.64
H88 3.44 -1.65 8.00
H89 4.25 -3.18 8.24
H90 2.70 -3.08 7.28
H91 4.71 -3.27 5.78
H92 4.34 -1.26 4.36
H93 3.36 -0.55 5.62
H94 0.98 -2.47 3.44
H95 2.40 -1.74 2.73
H96 1.39 -0.84 3.90
H97 6.30 -2.37 6.94
H98 6.15 -1.26 5.84

Values from the calculation:
Multiplicity ... 6
Total energy ... -109913.3703 eV

Atomic partial charges in e from the Mulliken method, atoms 1 to 8: 0.46, -1.52, 1.47, 1.66, 0.54, 0.07, 0.14, -0.10

***

No. 2
DFT (ωB97M-V with the def2-TZVPD basis set) results for 14 unconnected molecules or ions with the total composition C38H98N6O28 in a non-equilibrium geometry.

Positions of all 170 atoms, in Å:
C1 -18.88 -27.82 -12.10
N1 -18.81 -27.00 -13.41
O1 -17.70 -26.66 -13.75
O2 -19.87 -26.93 -14.05
H1 -17.97 -27.57 -11.55
H2 -18.99 -28.90 -12.22
H3 -19.66 -27.47 -11.43
C2 -30.67 -13.55 -20.07
N2 -29.78 -14.36 -19.15
O3 -29.59 -13.86 -18.04
O4 -29.31 -15.40 -19.52
H4 -30.35 -13.88 -21.05
H5 -30.42 -12.52 -19.81
H6 -31.70 -13.76 -19.79
C3 -18.66 -26.84 -24.83
N3 -17.95 -26.24 -23.63
O5 -16.95 -26.83 -23.15
O6 -18.39 -25.13 -23.22
H7 -18.58 -26.21 -25.72
H8 -19.72 -26.98 -24.65
H9 -18.22 -27.81 -25.07
C4 -28.09 -14.67 -27.93
N4 -28.43 -14.75 -29.43
O7 -29.20 -13.90 -29.77
O8 -27.93 -15.59 -30.14
H10 -29.01 -14.44 -27.39
H11 -27.35 -13.90 -27.70
H12 -27.74 -15.63 -27.56
C5 -24.79 -14.38 -15.77
N5 -24.09 -13.30 -16.45
O9 -23.92 -12.32 -15.71
O10 -23.59 -13.41 -17.58
H13 -25.67 -13.99 -15.26
H14 -24.18 -14.90 -15.03
H15 -25.16 -15.02 -16.57
C6 -21.58 -19.77 -26.51
N6 -23.01 -20.23 -26.46
O11 -24.00 -19.51 -26.65
O12 -23.13 -21.45 -26.32
H16 -21.00 -20.59 -26.11
H17 -21.59 -18.89 -25.87
H18 -21.31 -19.59 -27.55
C7 -20.76 -29.86 -20.45
O13 -19.98 -30.80 -21.23
C8 -20.71 -32.06 -21.41
C9 -19.73 -33.15 -21.73
O14 -18.79 -33.43 -20.64
C10 -17.69 -34.24 -21.02
H19 -20.22 -28.91 -20.51
H20 -20.91 -30.07 -19.39
H21 -21.74 -29.61 -20.86
H22 -21.51 -31.94 -22.15
H23 -21.25 -32.37 -20.52
H24 -19.12 -32.81 -22.57
H25 -20.29 -34.04 -22.01
H26 -17.10 -33.80 -21.83
H27 -17.93 -35.26 -21.30
H28 -17.07 -34.37 -20.14
C11 -9.33 -27.19 -18.48
O15 -10.53 -26.46 -18.25
C12 -10.71 -26.17 -16.87
C13 -12.17 -25.69 -16.65
O16 -12.42 -24.59 -17.48
C14 -13.76 -24.37 -17.71
H29 -9.46 -28.21 -18.10
H30 -8.48 -26.74 -17.97
H31 -9.04 -27.29 -19.52
H32 -10.04 -25.38 -16.50
H33 -10.63 -27.07 -16.26
H34 -12.35 -25.36 -15.62
H35 -12.87 -26.50 -16.83
H36 -13.81 -23.46 -18.30
H37 -14.37 -24.11 -16.85
H38 -14.22 -25.14 -18.34
C15 -28.77 -26.43 -16.21
O17 -27.37 -26.50 -16.01
C16 -26.80 -25.57 -15.22
C17 -26.51 -24.29 -16.02
O18 -27.63 -23.55 -16.40
C18 -27.39 -22.39 -17.10
H39 -28.88 -25.60 -16.91
H40 -29.28 -26.03 -15.33
H41 -29.31 -27.32 -16.54
H42 -25.83 -25.89 -14.83
H43 -27.40 -25.23 -14.37
H44 -26.11 -24.65 -16.97
H45 -25.83 -23.61 -15.51
H46 -28.31 -21.98 -17.51
H47 -26.68 -22.48 -17.92
H48 -27.09 -21.57 -16.44
C19 -21.36 -9.30 -27.66
O19 -21.47 -7.98 -27.19
C20 -21.01 -7.03 -28.22
C21 -20.82 -5.56 -27.76
O20 -19.96 -5.49 -26.64
C22 -18.59 -5.50 -26.91
H49 -20.39 -9.48 -28.12
H50 -22.10 -9.47 -28.44
H51 -21.51 -9.90 -26.76
H52 -21.68 -7.06 -29.08
H53 -20.11 -7.46 -28.63
H54 -21.77 -5.18 -27.38
H55 -20.62 -4.83 -28.54
H56 -18.07 -4.96 -26.12
H57 -18.43 -4.87 -27.78
H58 -18.19 -6.50 -27.09
C23 -19.58 -11.05 -12.43
O21 -19.26 -12.43 -12.58
C24 -19.89 -13.30 -11.75
C25 -19.34 -14.74 -11.80
O22 -19.55 -15.28 -13.08
C26 -18.59 -16.33 -13.44
H59 -20.64 -10.88 -12.24
H60 -19.22 -10.48 -13.29
H61 -19.11 -10.63 -11.54
H62 -20.92 -13.29 -12.08
H63 -19.81 -12.93 -10.73
H64 -19.74 -15.40 -11.03
H65 -18.28 -14.79 -11.55
H66 -18.83 -16.86 -14.36
H67 -18.41 -17.07 -12.66
H68 -17.61 -15.90 -13.66
C27 -27.61 -9.00 -17.69
O23 -27.60 -9.15 -19.11
C28 -26.44 -8.76 -19.79
C29 -26.22 -9.49 -21.13
O24 -27.35 -9.57 -22.09
C30 -26.99 -9.66 -23.40
H69 -26.93 -9.75 -17.31
H70 -28.64 -9.21 -17.39
H71 -27.30 -8.02 -17.33
H72 -25.60 -8.95 -19.13
H73 -26.41 -7.70 -20.04
H74 -25.73 -10.44 -20.92
H75 -25.42 -8.92 -21.61
H76 -27.81 -10.01 -24.02
H77 -26.29 -10.49 -23.50
H78 -26.57 -8.73 -23.78
C31 -21.29 -21.03 -18.65
O25 -22.10 -19.92 -18.87
C32 -22.42 -19.76 -20.21
C33 -23.14 -18.33 -20.43
O26 -23.06 -17.98 -21.78
C34 -23.75 -16.82 -22.18
H79 -20.80 -21.01 -17.68
H80 -20.52 -21.14 -19.42
H81 -21.95 -21.89 -18.60
H82 -22.92 -20.61 -20.68
H83 -21.52 -19.79 -20.83
H84 -22.61 -17.61 -19.81
H85 -24.17 -18.19 -20.10
H86 -23.34 -16.63 -23.17
H87 -23.65 -15.89 -21.62
H88 -24.82 -16.94 -22.37
C35 -16.33 -17.33 -30.00
O27 -16.96 -16.86 -28.82
C36 -16.10 -16.02 -28.08
C37 -16.84 -15.35 -26.94
O28 -17.41 -16.43 -26.16
C38 -17.85 -15.88 -24.93
H89 -16.02 -16.51 -30.65
H90 -17.07 -17.95 -30.51
H91 -15.45 -17.96 -29.84
H92 -15.73 -15.20 -28.70
H93 -15.31 -16.59 -27.61
H94 -17.59 -14.73 -27.42
H95 -16.10 -14.72 -26.45
H96 -18.65 -15.15 -25.07
H97 -17.07 -15.33 -24.41
H98 -18.20 -16.68 -24.28

Values from the calculation:
ΔE to the lowest compared entry with this formula, charge and spin ... 4.909 eV
Multiplicity ... 1

Atomic partial charges in e from the Mulliken method, atoms 1 to 8: -0.67, 0.78, -0.48, -0.49, 0.30, 0.27, 0.28, -0.63